The following is a DFT calculation (ωB97M-V/def2-TZVPD) of a 13-piece molecular cluster, C40H115N17O13 overall in a non-equilibrium geometry.

ORCA input file:
```
! RIJCOSX wB97M-V def2-TZVPD def2/J DEFGRID3
* xyz 0 1
C -3.46 -2.35 1.63
C -4.29 -3.44 2.22
C -3.78 -4.89 1.95
O -3.77 -4.95 0.46
C -3.70 -6.37 0.03
N -4.57 -3.13 3.59
H -2.56 -2.34 2.23
H -4.00 -1.43 1.84
H -3.09 -2.32 0.57
H -5.25 -3.60 1.80
H -4.55 -5.57 2.31
H -2.79 -5.14 2.18
H -2.75 -6.70 0.38
H -3.89 -6.28 -1.04
H -4.50 -6.99 0.47
H -3.66 -3.26 4.05
H -5.22 -3.79 3.96
C 0.16 4.57 3.07
C 0.60 5.79 2.31
C 1.53 5.48 1.21
O 2.64 4.70 1.55
C 3.85 5.32 2.02
N -0.59 6.45 1.72
H -0.50 4.78 4.04
H 1.02 4.07 3.62
H -0.31 3.87 2.37
H 1.21 6.52 2.97
H 1.80 6.35 0.64
H 1.00 4.91 0.44
H 4.39 5.52 1.06
H 4.44 4.64 2.58
H 3.64 6.31 2.45
H -1.22 5.72 1.35
H -1.22 6.87 2.43
C -8.29 -3.13 0.03
C -7.95 -1.95 -0.83
C -6.65 -1.31 -0.26
O -6.23 -0.20 -1.04
C -7.02 0.97 -0.88
N -7.55 -2.39 -2.12
H -8.53 -2.94 1.10
H -7.48 -3.79 -0.04
H -9.14 -3.61 -0.42
H -8.76 -1.18 -0.79
H -5.87 -2.09 -0.30
H -6.78 -0.97 0.74
H -7.25 1.28 0.18
H -7.94 0.94 -1.46
H -6.44 1.68 -1.47
H -6.87 -1.86 -2.59
H -8.36 -2.36 -2.68
C -0.04 -0.63 -5.01
C 0.57 -1.55 -6.06
C 1.57 -2.46 -5.47
O 2.76 -1.72 -5.09
C 3.88 -2.54 -4.94
N -0.50 -2.40 -6.66
H -0.60 0.23 -5.46
H 0.66 -0.22 -4.34
H -0.75 -1.14 -4.41
H 1.11 -0.94 -6.79
H 1.87 -3.28 -6.18
H 1.22 -2.92 -4.56
H 3.69 -3.35 -4.26
H 4.69 -1.99 -4.42
H 4.20 -2.94 -5.93
H -1.27 -1.78 -6.84
H -0.93 -2.98 -5.96
C 0.96 -7.57 -1.85
C 1.23 -6.09 -1.60
C 0.21 -5.09 -2.19
O 0.77 -3.79 -2.06
C -0.25 -2.77 -2.13
N 1.45 -5.90 -0.19
H 0.40 -8.04 -1.09
H 1.87 -8.18 -1.96
H 0.38 -7.67 -2.77
H 2.13 -5.83 -2.16
H -0.67 -5.12 -1.52
H -0.09 -5.36 -3.18
H -0.94 -2.90 -2.99
H 0.20 -1.75 -2.13
H -0.91 -2.80 -1.27
H 1.91 -6.67 0.25
H 1.96 -5.03 0.01
C 4.76 1.34 2.34
C 6.22 1.39 2.03
C 7.04 2.14 3.02
O 6.65 3.52 3.38
C 6.84 4.41 2.34
N 6.62 -0.01 2.00
H 4.21 1.02 1.38
H 4.29 2.30 2.63
H 4.56 0.58 3.17
H 6.37 1.83 1.01
H 8.14 2.22 2.71
H 7.03 1.60 3.97
H 6.40 5.40 2.64
H 6.31 4.11 1.38
H 7.91 4.41 2.06
H 6.73 -0.31 2.93
H 7.48 -0.12 1.55
C -0.24 -0.37 4.22
C 1.17 -0.26 3.59
C 1.05 -0.95 2.20
O 2.32 -0.94 1.57
C 2.31 -1.38 0.21
N 1.63 1.11 3.40
H -0.50 -1.40 4.50
H -1.07 -0.13 3.52
H -0.42 0.28 5.05
H 1.94 -0.71 4.22
H 0.39 -0.35 1.55
H 0.62 -1.95 2.22
H 2.79 -0.55 -0.35
H 1.37 -1.58 -0.32
H 2.91 -2.25 0.19
H 0.96 1.59 2.75
H 2.49 1.01 2.88
C -1.97 0.76 -2.02
C -0.92 1.08 -0.97
C 0.29 1.55 -1.70
O 1.24 2.04 -0.75
C 2.43 2.43 -1.36
N -1.27 2.09 0.06
H -1.51 0.02 -2.64
H -2.15 1.69 -2.59
H -2.87 0.45 -1.49
H -0.65 0.12 -0.46
H 0.00 2.29 -2.51
H 0.85 0.72 -2.20
H 2.85 3.23 -0.74
H 2.27 2.81 -2.33
H 3.27 1.73 -1.48
H -1.56 2.97 -0.34
H -0.46 2.17 0.67
C 6.08 -4.75 2.61
C 5.12 -3.72 3.23
C 5.92 -2.88 4.24
O 5.20 -1.74 4.52
C 4.64 -1.69 5.86
N 4.47 -2.99 2.15
H 5.70 -5.32 1.70
H 6.58 -5.51 3.30
H 7.04 -4.29 2.24
H 4.33 -4.16 3.77
H 6.85 -2.60 3.76
H 6.35 -3.47 5.10
H 4.14 -2.63 6.10
H 3.93 -0.86 5.76
H 5.48 -1.48 6.61
H 3.62 -2.46 2.39
H 5.05 -2.25 1.85
C -3.92 4.17 1.77
O -3.07 4.92 1.37
N -4.99 4.59 2.58
N -3.83 2.83 1.61
H -5.20 5.57 2.57
H -5.82 4.02 2.52
H -4.02 2.30 2.47
H -3.03 2.49 1.15
C 0.09 7.56 -1.42
O -0.40 6.43 -1.71
N -0.02 8.24 -0.26
N 0.99 8.12 -2.34
H 0.83 8.82 -0.06
H -0.28 7.61 0.56
H 0.76 7.80 -3.27
H 1.51 8.93 -2.15
C -3.78 -1.15 -4.54
O -3.11 -2.16 -4.79
N -4.66 -1.26 -3.51
N -3.70 0.05 -5.14
H -4.49 -2.04 -2.89
H -5.02 -0.47 -3.00
H -4.17 0.91 -4.89
H -3.13 0.07 -5.95
C -2.41 4.13 -3.41
O -2.95 3.19 -4.00
N -2.72 4.49 -2.13
N -1.42 4.85 -4.01
H -3.43 3.97 -1.71
H -2.10 5.12 -1.66
H -1.06 5.61 -3.47
H -1.29 4.69 -4.98
*
```

The electronic energy is -3501.87772 Ha. For the molar mass, the calculation gives 1042.5 g/mol. The HOMO energy is -8.69 eV. The energy relative to the best compared isomer or geometry (same formula, charge and spin) comes out at 89.7 kcal/mol. The frontier orbital gap is 9.16 eV.

=====

The following is a DFT calculation (ωB97M-V/def2-TZVPD) of an isolated molecule of C5H4F4 in a non-equilibrium geometry.

ORCA input file:
```
! RIJCOSX wB97M-V def2-TZVPD def2/J DEFGRID3
* xyz 0 1
C -0.30 -1.46 0.98
C -0.18 -0.10 1.79
C -0.30 -0.63 -0.30
C -0.12 0.76 0.53
C -0.44 -2.92 1.19
F -0.06 0.06 3.07
F -1.10 -3.29 2.34
F -0.99 -3.54 0.13
F 0.81 -3.49 1.27
H 0.48 -0.86 -0.95
H -1.11 -0.59 -0.86
H -0.86 1.35 0.27
H 0.74 1.32 0.34
*
```

As for the SMILES: FC1=C(C(F)(F)F)CC1. The electronic energy is -592.27264 Ha. For the molar mass, the calculation gives 140.1 g/mol. The HOMO energy is -9.11 eV. The energy relative to the best compared isomer or geometry (same formula, charge and spin) comes out at 31.0 kcal/mol. The frontier orbital gap is 9.60 eV.

=====

The following is a DFT calculation (ωB97M-V/def2-TZVPD) of a 9-piece molecular cluster, C44H55F8NO29 overall in a non-equilibrium geometry.

ORCA input file:
```
! RIJCOSX wB97M-V def2-TZVPD def2/J DEFGRID3
* xyz 0 1
O -0.16 1.47 2.88
C 0.30 0.65 2.14
O -0.41 -0.15 1.27
C -1.38 0.59 0.52
C -0.78 1.52 -0.60
C 0.52 0.97 -1.29
C 1.10 1.88 -2.44
C 0.70 3.38 -2.34
C 1.01 4.27 -3.63
O 1.45 3.96 -4.68
O 0.64 5.55 -3.17
C 0.71 5.66 -1.71
C -0.58 6.10 -0.94
C -1.92 5.79 -1.68
C -3.21 6.09 -0.79
C -3.20 5.35 0.59
N -4.30 4.38 0.78
C -4.45 3.92 2.07
C -5.53 2.96 2.12
C -5.99 2.92 0.70
C -5.20 3.82 -0.10
C 1.44 4.33 -1.32
C 1.58 3.91 0.19
C 3.11 4.08 0.57
C 3.51 5.58 0.82
O 2.59 6.30 1.66
H 1.41 0.48 2.17
H -2.16 -0.07 0.05
H -1.97 1.25 1.22
H -1.57 1.59 -1.40
H -0.69 2.55 -0.17
H 1.26 0.69 -0.50
H 0.22 0.00 -1.78
H 0.88 1.45 -3.45
H 2.22 1.84 -2.35
H -0.42 3.51 -2.30
H 1.45 6.48 -1.53
H -0.52 5.70 0.10
H -0.52 7.23 -0.84
H -2.04 4.74 -2.03
H -1.98 6.47 -2.57
H -3.28 7.21 -0.69
H -4.08 5.80 -1.44
H -2.24 4.80 0.80
H -3.27 6.14 1.38
H -3.82 4.26 2.92
H -5.91 2.39 2.98
H -6.80 2.26 0.32
H -5.26 4.04 -1.18
H 2.47 4.49 -1.75
H 1.33 2.85 0.40
H 1.01 4.55 0.90
H 3.40 3.47 1.46
H 3.77 3.72 -0.27
H 4.50 5.61 1.35
H 3.69 6.14 -0.14
H 2.07 6.86 1.06
C 4.43 -0.86 3.81
C 4.24 -1.41 2.42
O 5.04 -0.55 1.63
C 6.05 -0.12 2.45
O 7.05 0.39 2.06
O 5.76 -0.36 3.76
F 2.95 -1.29 2.02
H 3.74 -0.03 4.03
H 4.32 -1.62 4.58
H 4.58 -2.44 2.30
C 1.47 -5.40 2.29
C 2.91 -5.44 2.68
O 3.04 -4.31 3.53
C 1.81 -4.14 4.10
O 1.61 -3.46 5.06
O 0.85 -4.84 3.45
F 3.72 -5.27 1.61
H 1.28 -4.76 1.43
H 1.07 -6.39 2.07
H 3.21 -6.34 3.23
C -1.92 -6.21 5.35
C -3.03 -7.03 4.75
O -2.46 -7.49 3.54
C -1.12 -7.56 3.76
O -0.36 -8.16 3.07
O -0.76 -6.89 4.88
F -4.11 -6.26 4.46
H -1.92 -5.18 4.98
H -1.96 -6.19 6.44
H -3.34 -7.89 5.36
C -4.31 -7.06 0.62
C -4.47 -7.59 -0.77
O -3.65 -6.73 -1.54
C -2.66 -6.32 -0.69
O -1.65 -5.80 -1.04
O -2.98 -6.57 0.60
F -5.75 -7.47 -1.21
H -5.00 -6.23 0.83
H -4.44 -7.83 1.38
H -4.14 -8.63 -0.90
C 0.83 -7.91 -2.44
C 1.81 -7.22 -1.54
O 2.10 -8.21 -0.56
C 1.93 -9.41 -1.19
O 2.34 -10.45 -0.77
O 1.25 -9.27 -2.36
F 1.25 -6.16 -0.92
H -0.20 -7.83 -2.08
H 0.87 -7.54 -3.46
H 2.74 -6.92 -2.03
C -2.07 10.56 -0.44
C -1.65 11.05 0.91
O -0.91 9.96 1.43
C -0.38 9.33 0.35
O 0.51 8.54 0.41
O -0.98 9.71 -0.81
F -2.73 11.27 1.71
H -2.99 9.96 -0.40
H -2.20 11.36 -1.16
H -1.03 11.95 0.89
C 7.10 -6.47 -2.14
C 6.35 -7.71 -2.52
O 5.09 -7.21 -2.92
C 5.32 -5.95 -3.40
O 4.55 -5.33 -4.05
O 6.54 -5.49 -3.02
F 6.18 -8.53 -1.46
H 6.90 -6.17 -1.10
H 8.17 -6.56 -2.28
H 6.80 -8.27 -3.35
C -4.40 3.04 -5.31
C -3.43 3.76 -4.41
O -3.12 2.79 -3.43
C -3.25 1.58 -4.05
O -2.82 0.56 -3.63
O -3.94 1.70 -5.22
F -4.02 4.82 -3.79
H -5.43 3.10 -4.94
H -4.36 3.41 -6.33
H -2.51 4.09 -4.90
*
```

As for the SMILES: O=COCCCC[C@@H]1C(=O)O[C@@H](CCCCn2cccc2)[C@H]1CCCO.O=C1OC[C@@H](F)O1.O=C1OC[C@@H](F)O1.O=C1OC[C@@H](F)O1.O=C1OC[C@@H](F)O1.O=C1OC[C@@H](F)O1.O=C1OC[C@@H](F)O1.O=C1OC[C@@H](F)O1.O=C1OC[C@@H](F)O1. The electronic energy is -4745.28891 Ha. For the molar mass, the calculation gives 1213.9 g/mol. The HOMO energy is -8.00 eV. The energy relative to the best compared isomer or geometry (same formula, charge and spin) comes out at 42.2 kcal/mol. The frontier orbital gap is 8.41 eV.